Record 1
117
Properties=species:S:1:pos:R:3:forces:R:3 method="wB97M-V/def2-TZVPD" fmax_ev_per_a=5.44 lumo_energy_ha="-0.291 / -0.291" charge=+2 homo_ha="-0.46910 / -0.46910" e_above_lowest_kcal_mol=83.4 total_energy_ev=-195807.7657
Pb -0.2607 0.2642 -0.2746 0.29 -0.04 0.22
As 3.0624 1.0721 -1.4976 -0.47 -0.58 0.75
Cl -9.3672 0.8454 -2.6455 -0.45 0.66 -0.60
Cl -1.5350 6.1822 7.1196 0.12 -0.62 -0.98
Cl 6.3449 -4.0709 5.6627 0.24 0.13 -0.24
Cl -0.7361 -8.6468 -4.4538 -0.17 0.24 0.60
S -1.4728 0.4874 -3.1669 -0.17 0.07 -0.22
N -2.1797 0.7248 1.2165 0.14 1.44 1.60
N -0.5000 2.9194 -3.7402 0.44 1.99 0.07
N 0.4956 0.1068 2.2114 -0.37 -1.33 -0.70
N 0.6581 -2.1198 0.1171 -0.41 -0.76 0.07
N -1.9325 -1.3186 -0.9238 0.02 -0.81 0.41
N -0.8833 1.5930 -5.5106 -0.53 -1.20 0.60
C -3.4739 0.7994 0.6713 0.72 -0.89 -1.22
C 4.4986 -1.7152 2.9569 1.81 -0.71 0.70
C -0.6298 -4.7878 -3.6454 0.58 1.95 0.06
C 2.1891 -3.7757 0.7425 -3.95 -1.36 -3.49
C -0.0723 4.5725 0.1048 -0.73 0.70 -0.69
C 1.7061 -2.4119 1.0017 0.34 -1.36 -0.24
C 3.3177 -2.3684 2.8688 -2.95 0.38 -0.44
C 3.9924 -4.1235 4.3988 0.78 1.18 -0.82
C 3.0251 -0.8957 -1.8818 1.53 0.77 1.01
C 5.2220 -3.4450 4.5124 -0.38 0.82 -0.14
C -6.3931 -0.3071 -0.4054 -0.38 1.14 0.05
C -1.1169 2.8767 4.0974 -0.30 0.08 -0.88
C 0.9205 4.7931 -0.8663 -1.00 -1.21 0.05
C -0.9459 1.7371 -4.1721 0.35 -0.05 0.42
C -0.7990 -5.9081 -1.5068 0.65 0.84 0.77
C 4.9677 2.9272 -2.7215 -0.91 -0.85 2.12
C -1.1679 5.2259 4.5368 -0.57 0.94 1.02
C 2.1489 -1.7543 2.0936 0.70 0.78 0.30
C 1.5674 -0.4846 2.6424 0.85 -1.06 -0.52
C -5.2665 0.3236 -0.9776 -0.79 -0.91 0.95
C 4.4470 1.4680 -2.7799 0.92 0.43 0.20
C -0.6722 -4.6857 -2.2501 -0.63 -1.08 0.81
C -0.6808 -6.0058 -4.2905 -0.12 0.59 -0.06
C -3.9223 -1.9585 -1.9917 0.89 -0.05 1.01
C 1.2672 1.2146 4.1029 0.59 -0.44 -0.04
C 2.0971 0.1818 3.7962 0.08 1.70 0.84
C 0.3974 -3.2511 -0.5441 1.93 0.05 1.55
C 0.7934 4.2555 -2.1273 -1.44 -0.17 -0.27
C -1.2457 3.8824 -0.2527 1.37 0.20 -0.31
C 3.0469 -3.5265 3.5779 0.02 -0.36 0.52
C -1.4283 3.3290 -1.5384 -0.07 0.99 1.93
C -1.4050 4.9070 5.8831 0.11 1.63 0.63
C -1.0080 4.2219 3.6499 0.18 -1.90 0.29
C -4.2105 1.7465 1.4570 -1.49 -1.18 -1.61
C -1.5008 2.5535 5.3894 1.04 0.51 -0.22
C 1.2960 -4.3902 -0.1992 1.84 3.83 2.34
C -0.9238 1.7997 3.0618 -1.92 1.57 1.63
C -3.1675 -0.9929 -1.1559 -2.19 0.66 0.61
C 5.4836 -2.2299 3.8028 -0.79 -1.46 0.28
C 0.2170 1.1059 3.1229 -0.61 0.43 -0.81
C -2.9787 -2.9167 -2.2301 -2.78 -1.69 -0.66
C -2.1647 1.5964 2.2908 1.07 -2.75 -3.38
C -3.4775 2.1872 2.4333 2.16 1.10 2.69
C -5.4123 1.0667 -2.1298 0.32 0.34 -1.05
C 4.0652 0.8844 0.2087 1.46 1.28 -0.36
C -0.7872 -7.1517 -3.5448 0.43 -1.01 -0.45
C -0.6697 -3.4010 -1.4538 -2.40 -0.16 -1.76
C -0.4147 3.5443 -2.4173 1.54 -1.14 -2.10
C -0.7998 -7.1350 -2.1497 -0.64 0.03 0.00
C -7.7906 0.7585 -1.9921 0.22 -0.46 -0.94
C -3.9106 0.0860 -0.4383 0.75 0.63 0.65
C -1.7788 -2.5682 -1.5231 2.10 -0.93 -1.00
C -1.5257 3.6289 6.3137 -0.61 -2.49 0.53
C 2.2236 -1.1940 -3.1104 -0.07 1.57 -0.45
C -6.6484 1.2660 -2.6640 -2.70 0.62 -0.45
C 4.4066 2.1137 1.0663 0.60 1.24 -1.12
C -7.6980 -0.0583 -0.9020 1.70 -0.87 1.62
H -0.1958 3.5668 -4.4746 -0.15 -0.40 0.38
H 2.4320 -2.1495 -3.4529 -0.04 -2.26 -0.46
H 1.3650 1.9718 4.8843 -0.07 -0.42 -0.38
H 2.7422 -1.4085 -0.9442 -0.20 0.13 -0.71
H -3.3013 -3.9234 -2.6665 1.16 1.60 0.56
H 1.1537 -1.0213 -2.9979 -0.12 -0.14 0.07
H 1.2600 -5.4003 -0.5800 0.32 0.36 0.11
H 4.0837 1.2112 -3.7574 -0.63 0.24 -0.60
H -0.2786 2.2187 -5.9745 0.51 0.52 -0.95
H 4.1123 -1.1388 -2.0057 -0.87 0.01 -0.11
H -6.8670 1.8512 -3.5918 0.60 -0.61 0.91
H 4.0626 3.5633 -2.7408 0.66 0.12 -0.14
H -1.1788 6.2474 4.1910 0.22 0.20 0.23
H -1.9970 3.7581 0.4793 -0.89 0.02 0.62
H -8.5522 -0.5347 -0.3770 0.57 0.55 -0.74
H 5.0097 1.8046 1.9467 -0.50 0.28 -0.43
H -0.7468 -5.8685 -0.3686 -0.51 -0.15 -1.73
H -1.6227 1.4804 5.6506 0.04 1.03 0.13
H -5.0348 -1.9971 -2.0848 1.42 0.15 -0.32
H 2.5445 -0.5934 -3.9844 -0.12 0.18 0.55
H 3.4584 2.5775 1.3675 0.38 0.18 0.25
H 5.4963 3.1076 -1.7090 -0.61 -0.15 -1.86
H -6.3115 -0.8969 0.5012 0.26 -0.08 -0.12
H -2.3761 2.8664 -1.7813 0.27 -0.14 -0.21
H 5.2321 0.7312 -2.6686 0.50 -0.05 0.44
H 3.8157 -5.0701 4.8805 0.00 0.03 0.26
H -5.2268 1.9187 1.3319 -1.62 0.44 -0.34
H 5.0271 2.8999 0.4892 -1.00 -1.21 0.96
H 1.8247 5.2626 -0.6230 0.97 0.96 0.40
H 1.5439 4.4968 -2.8930 -0.41 -0.54 0.28
H 5.5900 3.0887 -3.5727 0.59 0.53 -0.32
H 5.0065 0.3723 0.0624 0.26 -0.43 -0.55
H -0.0261 5.1858 1.0215 0.09 -0.84 -0.39
H -0.6335 -6.0123 -5.3707 0.04 -0.28 0.06
H -0.4202 -3.8740 -4.2645 -0.52 -0.87 0.74
H 4.7349 -0.9177 2.2973 0.09 0.87 -0.19
H -0.9530 0.6430 -5.8680 -0.06 0.49 0.08
H -0.7526 4.4257 2.6292 -0.06 -0.02 -0.25
H -3.7553 2.8032 3.2739 -0.09 0.17 -0.16
H -0.9002 -8.0630 -1.5877 0.16 0.24 -0.18
H -4.5949 1.4474 -2.7337 0.37 -0.04 0.50
H 3.0599 0.0998 4.2284 0.57 -0.74 0.46
H 2.9221 -4.3392 1.1962 1.65 -0.56 1.02
H -1.6621 3.3439 7.3638 -0.08 0.61 -0.39
H 6.4307 -1.7335 3.8572 0.40 -0.02 0.25
H 2.0536 -3.9342 3.5139 -0.18 -0.27 -0.03
H 3.5229 0.2830 0.8704 -1.30 -1.31 0.63

***

Record 2
119
Properties=species:S:1:pos:R:3:forces:R:3 method="wB97M-V/def2-TZVPD" fmax_ev_per_a=1.55 lumo_energy_ha="0.001 / -0.065" charge=0 homo_ha="-0.16954 / -0.26113" e_above_lowest_kcal_mol=19.6 total_energy_ev=-148315.6561 s_squared=8.807 multiplicity=6
I -0.7856 6.5156 1.4559 -0.10 0.17 -0.05
I 6.6405 3.5123 1.7055 -0.13 -0.11 -0.08
I 0.1659 3.6571 1.7742 -0.02 1.52 0.31
Ru 0.9185 1.4233 0.0471 -0.32 -1.33 0.53
S -2.1299 0.7994 0.6051 0.40 -0.16 0.03
S -1.6319 -1.9947 1.4428 -0.24 -0.19 0.21
S 0.7441 1.4162 2.3780 0.30 -0.47 -0.05
S 1.2461 -1.8884 1.4573 0.07 0.07 -0.43
P 3.0418 2.1241 -2.8558 -0.24 0.07 -0.03
N 3.0800 1.7261 0.2703 -0.03 0.14 0.01
N 1.6199 -0.8155 0.5239 -0.01 0.10 0.38
N -1.8343 -0.4468 1.5530 -0.37 0.13 0.04
N 3.9222 0.6914 0.1945 -0.41 -0.20 -0.03
N -0.1994 -2.6015 1.3613 0.08 -0.22 -0.05
N -1.0374 1.4119 -0.2060 -0.23 -0.28 -0.24
C 2.6494 -0.8356 3.5406 0.06 0.03 -0.07
C -3.8902 -2.7000 0.1378 0.10 0.01 0.00
C 0.0687 -0.6027 -1.9662 0.24 -0.05 -0.13
C 0.6592 -0.9243 -4.2637 0.01 -0.07 -0.16
C -2.7110 1.6839 3.1576 0.01 0.01 0.01
C 2.0190 3.6017 -2.4948 0.11 -0.10 0.19
C -3.4317 3.0637 1.2945 0.03 0.05 -0.07
C -0.0944 -1.2843 -3.1609 0.00 0.03 0.14
C 1.5615 -1.6298 3.2056 -0.24 -0.02 -0.03
C 0.6254 3.6335 -2.4898 -0.03 0.18 -0.20
C -1.8083 -3.4610 -0.8742 -0.04 0.00 0.08
C 2.2586 -3.3203 1.1097 0.09 -0.02 0.00
C 0.9655 0.4593 -1.8207 0.50 0.28 -0.80
C -3.8651 4.0309 2.1818 -0.01 0.08 0.01
C -2.6619 -4.3769 4.4612 0.00 0.01 -0.10
C -0.0430 4.8220 -2.2105 -0.04 -0.05 0.01
C -2.0386 -3.8742 3.3392 -0.13 -0.20 -0.05
C -5.6124 -0.0511 -2.1568 0.07 0.02 -0.04
C 2.8761 3.4333 -5.4036 -0.02 -0.08 -0.03
C -3.4982 0.4455 -0.4640 -0.16 0.08 -0.08
C 5.1448 1.0196 0.6166 0.21 0.07 0.04
C -2.3777 -2.5831 2.8817 0.57 0.43 0.07
C 0.6642 5.9792 -1.9288 0.01 0.00 -0.01
C 3.0061 -4.8393 -0.5848 0.00 -0.01 0.00
C 3.7773 2.7514 0.7446 0.01 0.11 -0.21
C 3.2385 3.5752 -6.7382 -0.03 0.05 0.02
C 2.0537 5.9543 -1.9305 0.03 0.00 -0.03
C -2.8540 1.9062 1.7974 0.04 -0.12 0.06
C -3.7267 3.8296 3.5505 0.05 -0.03 0.01
C -3.2724 0.4039 -1.8299 0.13 -0.02 -0.01
C 2.1342 -1.1767 5.8629 0.01 0.02 0.03
C -4.0124 -2.3865 4.6392 0.00 -0.05 -0.09
C 4.1689 2.7196 -7.3088 0.02 -0.04 0.01
C -4.7651 0.2533 0.0711 0.00 0.09 0.05
C -3.3995 -1.8541 3.5195 -0.22 -0.04 -0.07
C 0.7612 -2.2068 4.1787 0.10 0.06 0.00
C -4.5964 -3.4167 -0.8057 0.01 -0.03 0.03
C -4.3393 0.1439 -2.6772 -0.05 -0.05 -0.02
C -3.6426 -3.6374 5.1292 -0.04 0.01 0.10
C 1.7443 0.8104 -2.9534 -0.17 -0.06 0.27
C -3.9331 -4.1620 -1.7798 0.02 -0.03 -0.02
C 4.7508 1.7214 -6.5371 0.00 0.00 0.01
C 3.2474 -3.7634 1.9733 -0.07 -0.03 0.05
C 4.4017 1.5906 -5.2011 -0.01 0.07 -0.01
C -5.8243 0.0051 -0.7853 -0.06 0.01 0.05
C -3.1629 2.6578 4.0369 -0.01 0.08 0.00
C -2.4812 -2.6883 0.0881 0.11 0.12 -0.27
C 3.4449 2.4295 -4.6233 0.05 -0.13 0.00
C -2.5394 -4.1859 -1.7964 -0.07 -0.02 0.02
C 1.5736 0.1041 -4.1522 -0.02 0.15 0.13
C 4.1227 -4.7557 1.5459 0.01 -0.05 -0.04
C 2.7229 4.7725 -2.2076 -0.01 0.01 0.10
C 2.9337 -0.6093 4.8761 0.03 -0.02 0.05
C 4.0019 -5.2943 0.2744 0.00 0.02 0.03
C 2.1394 -3.8431 -0.1730 -0.05 0.03 -0.04
C 1.0528 -1.9741 5.5173 0.00 -0.03 -0.04
C 5.0958 2.3523 0.9732 0.20 0.10 0.06
H 3.3399 -3.3490 2.9683 0.01 -0.02 -0.03
H 3.2568 -0.3946 2.7581 -0.06 0.03 0.03
H -4.4972 -4.7431 -2.4992 0.03 0.06 0.02
H -0.8164 -2.0873 -3.2227 -0.06 -0.07 0.01
H -0.7289 -3.4819 -0.8705 -0.04 -0.01 -0.06
H 2.3564 -0.9935 6.9076 0.00 0.00 -0.05
H 0.1310 6.8896 -1.6926 0.04 -0.01 0.03
H -0.0778 -2.8239 3.8977 0.06 0.00 0.06
H -4.1202 -4.0387 6.0137 0.01 0.01 -0.04
H 5.9614 0.3155 0.6349 -0.10 0.01 -0.01
H 2.7844 4.3565 -7.3369 0.02 -0.02 0.04
H 4.4465 2.8315 -8.3498 -0.02 0.00 0.02
H -4.2721 4.9601 1.8059 0.00 -0.03 0.01
H -5.6794 -3.4190 -0.7666 0.04 0.02 -0.01
H -6.8188 -0.1414 -0.3820 0.03 0.02 -0.01
H 2.1452 0.3890 -5.0222 0.06 0.00 -0.06
H -4.0376 4.6054 4.2385 -0.02 -0.03 -0.01
H 4.8686 0.8230 -4.5919 0.00 0.01 -0.03
H -4.1751 0.1071 -3.7470 0.00 0.00 0.04
H 5.4773 1.0484 -6.9766 0.00 0.03 0.03
H -6.4450 -0.2358 -2.8243 0.02 -0.01 0.02
H 2.6135 6.8545 -1.7069 -0.02 -0.02 0.00
H -2.0186 -4.7816 -2.5371 0.00 0.03 0.01
H -0.5117 -0.9314 -1.1205 -0.12 0.00 0.14
H -1.1265 4.8449 -2.2154 0.04 -0.03 0.04
H 0.4303 -2.4215 6.2827 0.02 0.04 -0.02
H 1.3849 -3.4451 -0.8420 0.09 -0.01 0.00
H 0.0534 2.7582 -2.7687 0.02 -0.08 0.12
H -3.6783 -0.8792 3.1402 0.02 -0.05 0.11
H -4.4100 -2.1697 0.9249 0.00 -0.06 -0.03
H -2.2743 0.5882 -2.2084 -0.03 -0.02 0.00
H 4.6889 -6.0644 -0.0532 -0.02 0.01 0.01
H -2.3916 -5.3617 4.8234 0.01 0.03 -0.03
H 2.9156 -5.2536 -1.5811 0.00 0.02 0.03
H -1.2964 -4.4513 2.7996 0.00 0.01 0.10
H -3.0492 2.5059 5.1031 0.00 0.02 -0.03
H -3.5112 3.2201 0.2237 0.04 0.01 0.06
H 0.5351 -1.4387 -5.2101 0.01 0.02 0.03
H -2.2276 0.7844 3.5141 -0.01 0.06 -0.01
H 4.9041 -5.1019 2.2105 -0.03 0.00 0.00
H 3.3276 3.7210 0.8868 -0.07 -0.03 -0.02
H -4.9192 0.3234 1.1431 -0.03 -0.03 -0.06
H 3.8089 4.7454 -2.2138 -0.02 0.05 0.05
H -4.7838 -1.8171 5.1442 0.03 0.01 -0.03
H 2.1459 4.1055 -4.9699 -0.01 -0.02 -0.03
H 3.4752 -0.2169 0.0477 0.05 -0.02 -0.05
H 3.7735 0.0175 5.1475 -0.02 -0.01 0.00